Entry 1:
A structure of composition C11H21BaFNO6S2 at a distorted geometry. Source: OMol25; level of theory: wB97M-V/def2-TZVPD.

Relative energy (zero: lowest compared OMol25 entry of this formula, charge and spin): 31.09 kcal per mole
E_HOMO: -0.4754 hartree
Total charge: +1
Kohn-Sham gap: 7.9 eV

Each line ends with the Löwdin charge.
Atoms and positions in Å:
Ba 2.054684 1.197563 -2.452273  1.81
F 1.287744 -0.129357 -0.194743  -0.75
O 5.801484 0.302523 3.652377  -0.29
S 4.599064 0.096873 2.806547  0.72
O 4.299624 -1.223677 2.224717  -0.30
O 3.268504 0.487763 3.700037  -0.24
C 2.061064 0.665933 3.061097  -0.36
C 0.976274 1.146903 3.991797  -0.05
C 4.538414 1.403033 1.437907  -0.11
H 1.692024 -0.123557 2.406417  0.11
H 2.187434 1.500463 2.371387  0.09
H 1.305854 2.093023 4.421147  0.08
H 0.822994 0.396093 4.766967  0.09
H 0.072794 1.369463 3.424097  0.08
H 5.486904 1.292853 0.912237  0.06
H 4.344014 2.385713 1.867617  0.07
H 3.723934 1.237043 0.732807  0.01
O -3.974416 -1.755607 1.092307  -0.30
S -2.644956 -2.378927 0.910927  0.72
O -2.348866 -3.661617 1.564027  -0.29
O -2.368966 -2.430757 -0.750663  -0.27
C -1.281686 -3.122207 -1.258203  -0.33
C -1.350966 -3.165317 -2.787053  -0.06
C -1.302296 -1.209847 1.388227  -0.11
H -1.261836 -4.161687 -0.930813  0.13
H -0.306876 -2.686647 -1.038803  0.11
H -2.284186 -3.660027 -3.056233  0.09
H -0.486106 -3.683257 -3.201613  0.08
H -1.266556 -2.169257 -3.221623  0.06
H -1.570886 -0.291137 0.866747  0.05
H -0.344956 -1.600327 1.043077  0.05
H -1.276766 -0.916317 2.437647  0.07
N -0.615816 1.873203 -2.947843  -0.16
C -1.200636 2.906493 -3.663313  -0.12
C -2.570106 3.058413 -3.631253  -0.03
C -3.386736 2.167683 -2.865603  -0.02
C -2.787976 1.134783 -2.231383  -0.03
C -1.394266 1.042513 -2.270023  -0.17
H -0.602856 3.598913 -4.237443  0.11
H -3.024236 3.905003 -4.124643  0.11
H -4.431866 2.439903 -2.863453  0.12
H -3.411826 0.434543 -1.695783  0.12
H -1.026176 0.232853 -1.657353  0.08

Atoms 1-2, force components in eV/Å:
Ba -1.249 -1.220 2.075
F 0.675 1.339 -2.196


Entry 2:
A cluster of 2 separate species, C5H12N2O in total at a distorted geometry. Source: OMol25; level of theory: wB97M-V/def2-TZVPD.

Relative energy (zero: lowest compared OMol25 entry of this formula, charge and spin): 85.72 kcal per mole
SMILES: C=CN=C.CNCO
E_HOMO: -0.3276 hartree
Kohn-Sham gap: 9.9 eV

Each line ends with the Löwdin charge.
Atoms and positions in Å:
C 2.166020 -0.188090 -0.269798  -0.26
C 2.863920 0.445488 -1.253370  0.00
C 3.316924 0.124415 1.760841  -0.04
N 2.215067 0.184482 1.091568  -0.04
H 1.485777 -1.014684 -0.521272  0.08
H 3.429109 1.343055 -0.928639  0.06
H 2.799210 0.141612 -2.305344  0.05
H 3.295180 0.286577 2.849956  0.07
H 4.265306 -0.201558 1.287361  0.08
C -3.297326 1.084015 0.113990  -0.12
N -2.099497 0.353923 -0.409864  -0.13
C -1.982497 -1.067629 -0.139360  -0.32
O -0.759171 -1.735025 -0.582717  -0.10
H -4.168759 0.547959 -0.250021  0.06
H -3.401271 2.084430 -0.350493  0.08
H -3.403966 1.085914 1.214066  0.07
H -1.183893 0.849781 -0.184618  0.13
H -1.991634 -1.365203 0.958369  0.13
H -2.894742 -1.558239 -0.574151  0.12
H -0.653756 -1.401223 -1.506506  0.09

Atoms 1-2, force components in eV/Å:
C 1.189 0.531 -1.388
C -0.644 -0.058 1.566


Entry 3:
The molecule C3H9NO at a distorted geometry. Source: OMol25; level of theory: wB97M-V/def2-TZVPD.

Relative energy (zero: lowest compared OMol25 entry of this formula, charge and spin): 57.10 kcal per mole
SMILES: CNCOC
E_HOMO: -0.3286 hartree
Kohn-Sham gap: 10.0 eV

Each line ends with the Löwdin charge.
Atoms and positions in Å:
C -0.565168 -2.101849 0.653327  -0.10
O -0.029816 -0.844040 0.179740  -0.22
H -1.625773 -2.146946 1.109758  0.10
H -0.003759 -2.566387 1.420832  0.05
H -0.684528 -2.755736 -0.248699  0.09
C 1.068166 1.331014 -1.172112  -0.13
C -0.294944 0.441185 0.746735  -0.26
N -0.180328 1.410017 -0.357597  -0.13
H 1.030545 2.066286 -1.982539  0.06
H 2.058527 1.591979 -0.763820  0.07
H 1.074058 0.241846 -1.595294  0.10
H 0.665625 0.696144 1.321351  0.13
H -1.200764 0.528061 1.350851  0.12
H -1.061421 1.204849 -0.914878  0.12

Atoms 1-2, force components in eV/Å:
C -2.376 0.470 -0.952
O -1.231 -1.548 0.389


Entry 4:
A cluster of 6 separate species, C5H20IN10O5 in total at a distorted geometry. Source: OMol25; level of theory: wB97M-V/def2-TZVPD.

Relative energy (zero: lowest compared OMol25 entry of this formula, charge and spin): 72.05 kcal per mole
E_HOMO: -0.2013 hartree
Total charge: -1
Kohn-Sham gap: 7.5 eV

Each line ends with the Löwdin charge.
Atoms and positions in Å:
I 1.548199 -0.797949 -0.796897  -0.07
C -2.669060 0.292720 0.785622  -0.78
O -3.042177 -0.626099 0.104261  0.03
N -1.401782 0.490477 1.106202  0.17
N -3.483339 1.243763 1.218309  0.15
H -0.924981 1.315307 1.441473  0.07
H -0.804205 -0.202273 0.678317  -0.02
H -4.453850 1.278539 0.940837  0.11
H -3.026204 1.959503 1.764975  0.10
C -1.168455 -1.750638 -4.607786  -0.80
O -1.573109 -2.025927 -5.672921  0.06
N -1.833435 -1.152539 -3.591529  0.16
N 0.056804 -2.016491 -4.203828  0.14
H -2.734450 -0.705451 -3.683144  0.10
H -1.407527 -1.235570 -2.679497  0.07
H 0.615998 -2.393441 -4.955699  0.11
H 0.403778 -1.563105 -3.370670  -0.03
C 3.123925 0.858004 3.306185  -0.77
O 3.782716 -0.096456 3.704741  0.00
N 2.303110 0.853614 2.299130  0.16
N 3.368239 2.071882 3.784614  0.14
H 2.380434 0.181346 1.549346  -0.06
H 1.613318 1.553960 2.067183  0.02
H 3.719973 2.084179 4.731310  0.10
H 2.824539 2.845628 3.429920  0.09
C 1.006558 3.597152 0.911936  -0.75
O 0.523297 2.853570 1.768189  -0.02
N 1.705174 3.124408 -0.065239  0.18
N 0.728825 4.837996 0.669669  0.17
H 2.269591 3.727765 -0.646179  0.12
H 1.605870 2.139861 -0.267483  0.02
H 0.130512 5.287147 1.348175  0.12
H 0.967882 5.180670 -0.249861  0.12
C -1.140023 -4.493776 -0.392013  -0.91
O -1.996519 -5.297361 -0.266900  0.05
N -1.081706 -3.435186 0.350090  0.17
N -0.118889 -4.627264 -1.073079  0.18
H -0.305432 -2.792362 0.284708  -0.01
H -1.669391 -3.290073 1.158587  0.12
H 0.250171 -3.736572 -1.374022  0.07
H -0.094379 -5.538959 -1.507032  0.13

Atoms 1-2, force components in eV/Å:
I -0.131 0.018 -0.299
C -0.074 0.212 -0.836


Entry 5:
The molecule C6H12O at a distorted geometry. Source: OMol25; level of theory: wB97M-V/def2-TZVPD.

Relative energy (zero: lowest compared OMol25 entry of this formula, charge and spin): 38.39 kcal per mole
SMILES: CC[C@@H]1C[C@@]1(C)O
E_HOMO: -0.3293 hartree
Kohn-Sham gap: 9.9 eV

Each line ends with the Löwdin charge.
Atoms and positions in Å:
C -1.217112 -1.012783 0.776952  -0.01
C 0.212059 -1.207937 0.260464  -0.51
O 0.840660 -2.344414 0.777388  0.01
C 0.435776 -0.878287 -1.163516  -0.06
C 1.056513 0.038567 -0.127188  -0.19
C 0.523611 1.372236 0.369168  -0.25
C -0.367804 1.957539 -0.704207  -0.11
H -1.949683 -1.562479 0.171220  0.09
H -1.515580 0.036935 0.750692  0.06
H -1.334122 -1.357766 1.813617  0.08
H 0.679915 -2.334323 1.728757  0.09
H 1.157663 -1.507978 -1.671887  0.11
H -0.424607 -0.588974 -1.759580  0.11
H 2.147638 -0.017499 -0.154304  0.14
H 0.309262 1.786392 -1.567230  0.09
H 1.341265 2.076328 0.558662  0.11
H 0.062251 1.185699 1.346236  0.10
H -0.683850 2.995131 -0.524525  0.08
H -1.273856 1.363613 -0.880718  0.06

Atoms 1-2, force components in eV/Å:
C 0.119 0.116 0.014
C 0.130 0.601 -0.147